DFT (the ωB97M-V functional and the def2-TZVPD basis) results for a cluster of 2 separate species, C11H27N2O5P in total in a non-equilibrium geometry.

Positions of all 46 atoms, in Å:
1 O -0.550 4.038 -3.746
2 P 0.800 3.638 -3.622
3 O 1.493 4.288 -2.388
4 O 1.640 4.034 -4.900
5 N 0.806 1.844 -3.548
6 C 2.127 1.151 -3.338
7 C 2.671 1.364 -1.927
8 O 1.618 1.695 -1.057
9 H 2.458 4.275 -2.536
10 H 1.683 3.315 -5.551
11 H 0.112 1.528 -2.861
12 H 0.452 1.539 -4.459
13 H 1.948 0.091 -3.458
14 H 2.847 1.417 -4.100
15 H 3.166 0.445 -1.628
16 H 3.458 2.116 -1.947
17 H 1.986 2.328 -0.426
18 C -0.037 -1.004 3.642
19 C 0.256 -1.126 2.134
20 C -0.097 0.190 1.449
21 C -1.603 0.444 1.411
22 C -2.342 -0.736 0.775
23 C -1.953 -2.116 1.318
24 N -0.480 -2.266 1.519
25 O 0.068 -2.543 0.384
26 C -2.688 -2.408 2.641
27 C -2.494 -3.169 0.354
28 C 1.763 -1.359 2.072
29 H 0.684 -0.331 4.107
30 H -1.012 -0.584 3.872
31 H 0.046 -1.971 4.138
32 H 0.290 0.187 0.426
33 H 0.399 1.019 1.962
34 H -1.989 0.639 2.414
35 H -1.807 1.349 0.834
36 H -3.417 -0.594 0.890
37 H -2.145 -0.710 -0.302
38 H -2.365 -3.363 3.055
39 H -3.762 -2.471 2.469
40 H -2.555 -1.644 3.403
41 H -2.158 -3.006 -0.669
42 H -3.582 -3.131 0.343
43 H -2.194 -4.173 0.656
44 H 2.035 -2.287 2.575
45 H 2.283 -0.541 2.570
46 H 2.139 -1.402 1.050

## Properties
Orbital gap (alpha / beta)   6.65 / 7.50 eV
Spin multiplicity   2
DFT total energy   -34344.698 eV
Net charge   +1

---

DFT (the ωB97M-V functional and the def2-TZVPD basis) results for a structure of composition C34H42MnN6OSSe.

Positions of all 86 atoms, in Å:
1 Mn -0.474 0.267 0.443
2 C -0.611 3.788 0.418
3 C 0.763 3.650 -0.231
4 C 1.670 2.655 0.455
5 C 3.026 2.873 0.540
6 C 3.848 1.708 0.788
7 C 3.302 0.565 1.237
8 C 1.864 0.584 1.699
9 N 1.081 1.532 0.863
10 N -1.526 2.631 0.265
11 C -1.995 2.567 -1.118
12 C -2.897 1.387 -1.380
13 C -3.900 1.441 -2.343
14 C -4.645 0.306 -2.598
15 C -4.403 -0.843 -1.856
16 C -3.401 -0.804 -0.907
17 N -2.647 0.275 -0.692
18 C -2.643 2.776 1.201
19 C -3.171 1.524 1.877
20 C -4.464 1.551 2.391
21 C -4.939 0.459 3.093
22 C -4.106 -0.635 3.261
23 C -2.836 -0.577 2.714
24 N -2.373 0.472 2.039
25 H -0.450 3.930 1.487
26 H -1.120 4.684 0.030
27 H 0.669 3.391 -1.292
28 H 1.245 4.629 -0.189
29 H 3.456 3.811 0.209
30 H 4.903 1.747 0.521
31 H 3.880 -0.350 1.337
32 H 1.834 0.964 2.734
33 H -2.513 3.495 -1.406
34 H -1.121 2.464 -1.772
35 H -4.079 2.362 -2.884
36 H -5.411 0.314 -3.363
37 H -4.970 -1.750 -2.016
38 H -3.176 -1.669 -0.292
39 H -2.310 3.420 2.017
40 H -3.488 3.299 0.729
41 H -5.083 2.427 2.237
42 H -5.942 0.462 3.502
43 H -4.420 -1.513 3.808
44 H -2.148 -1.408 2.821
45 Se -0.837 -0.804 -3.165
46 N -0.233 -1.357 -1.585
47 C -0.063 -2.670 -1.699
48 C 0.476 -3.513 -0.673
49 C 0.621 -4.834 -0.922
50 C 0.253 -5.418 -2.184
51 C -0.235 -4.658 -3.190
52 C -0.399 -3.251 -2.973
53 N -0.851 -2.400 -3.885
54 H 0.768 -3.080 0.270
55 H 1.041 -5.469 -0.152
56 H 0.373 -6.484 -2.329
57 H -0.505 -5.074 -4.151
58 C 0.420 -0.671 4.082
59 C 1.015 -1.537 2.956
60 C 0.174 -2.817 2.777
61 C 2.422 -1.977 3.407
62 C 1.078 -0.746 1.629
63 H 0.045 -1.293 4.903
64 H -0.397 -0.047 3.715
65 H 1.172 -0.003 4.504
66 H -0.322 -3.113 3.708
67 H 0.800 -3.663 2.475
68 H -0.586 -2.682 2.004
69 H 2.390 -2.583 4.322
70 H 3.052 -1.107 3.604
71 H 2.901 -2.572 2.623
72 H 1.600 -1.386 0.898
73 O 0.876 1.334 -2.769
74 S 2.199 1.183 -2.030
75 C 3.433 2.103 -2.987
76 C 4.671 1.219 -3.047
77 C 4.139 -0.161 -3.432
78 C 2.962 -0.428 -2.496
79 H 3.585 3.064 -2.497
80 H 2.983 2.252 -3.971
81 H 5.143 1.176 -2.061
82 H 5.408 1.598 -3.755
83 H 4.901 -0.936 -3.351
84 H 3.793 -0.140 -4.468
85 H 3.273 -0.870 -1.548
86 H 2.180 -1.044 -2.931

## Properties
Orbital gap (alpha / beta)   5.00 / 5.07 eV
Energy above the lowest of the compared OMol25 structures with the same formula, charge and spin   0.0 kcal/mol
Spin multiplicity   6
DFT total energy   -154427.345 eV
Net charge   0

---

DFT (the ωB97M-V functional and the def2-TZVPD basis) results for the molecule C4H7NO3 in a non-equilibrium geometry.

Positions of all 15 atoms, in Å:
1 C 2.480 0.156 0.279
2 C 1.391 0.488 0.976
3 C 0.009 0.320 0.565
4 O -0.955 1.181 1.154
5 C -0.343 -0.192 -0.673
6 O 0.167 -0.811 -1.591
7 N -1.920 -0.559 -0.515
8 O -2.226 -1.547 -1.436
9 H 3.461 0.467 0.599
10 H 2.419 -0.427 -0.625
11 H 1.508 1.114 1.857
12 H -0.519 2.003 1.403
13 H -2.500 0.273 -0.631
14 H -1.628 -0.825 0.561
15 H -1.343 -1.641 -1.921

## Properties
Orbital gap   7.77 eV
Energy above the lowest of the compared OMol25 structures with the same formula, charge and spin   134.4 kcal/mol
DFT total energy   -11889.449 eV
Net charge   0
Structure (SMILES)   C=C/C(O)=C(\[O-])[NH2+]O

---

DFT (the ωB97M-V functional and the def2-TZVPD basis) results for a structure of composition C11H20F5NNiO7P2S in a non-equilibrium geometry.

Positions of all 48 atoms, in Å:
1 C 3.374 -3.292 0.395
2 O 4.340 -2.265 0.713
3 C 3.704 -1.036 0.338
4 C 4.511 0.105 1.050
5 C 4.143 1.582 0.606
6 C 2.991 1.697 -0.459
7 C 1.614 1.671 0.304
8 C 0.372 1.300 -0.652
9 C -0.573 0.363 0.226
10 P -2.359 0.330 -0.352
11 N -3.419 -1.076 -0.274
12 C -4.527 -1.006 -1.192
13 O -5.176 -1.889 -1.522
14 F -4.877 0.246 -1.692
15 C -2.701 -2.342 -0.346
16 O -2.571 -3.012 -1.281
17 F -2.175 -2.753 0.835
18 P -1.827 0.011 -2.503
19 O -0.596 -1.047 -2.676
20 O -1.486 1.438 -3.237
21 S -2.941 0.744 1.751
22 O -2.474 2.123 2.208
23 O -2.415 -0.272 2.642
24 C -4.813 0.628 1.963
25 F -5.482 1.313 1.001
26 F -5.228 -0.641 2.111
27 F -5.075 1.248 3.145
28 H 3.868 -4.296 0.366
29 H 2.549 -3.238 1.156
30 H 2.937 -3.038 -0.611
31 H 3.819 -0.932 -0.775
32 H 2.602 -1.047 0.566
33 H 4.367 -0.027 2.157
34 H 5.599 -0.106 0.867
35 H 3.771 2.108 1.534
36 H 5.079 2.129 0.318
37 H 3.079 2.731 -0.907
38 H 3.062 0.987 -1.316
39 H 1.358 2.643 0.797
40 H 1.671 0.836 1.056
41 H 0.820 0.774 -1.534
42 H -0.135 2.268 -0.955
43 H -0.220 -0.713 0.240
44 H -0.446 0.714 1.294
45 H -2.969 1.618 -0.728
46 H -0.901 -1.917 -3.039
47 H -2.072 1.600 -4.014
48 Ni -2.173 2.738 0.423

## Properties
Orbital gap (alpha / beta)   5.09 / 3.08 eV
Spin multiplicity   3
DFT total energy   -111573.640 eV
Net charge   +2

---

DFT (the ωB97M-V functional and the def2-TZVPD basis) results for a structure of composition C3H11NO4P2S.

Positions of all 22 atoms, in Å:
1 N 2.126 -1.635 -0.193
2 C 2.028 -0.572 0.799
3 C 1.952 0.851 0.240
4 C 0.720 1.109 -0.605
5 O -0.452 0.673 0.139
6 P -1.893 1.071 -0.403
7 O -2.005 1.225 -1.844
8 O -2.342 2.325 0.450
9 O -2.790 -0.093 0.235
10 P -2.500 -1.695 0.113
11 S -3.986 -2.835 0.433
12 H 1.237 -1.815 -0.640
13 H 2.794 -1.414 -0.920
14 H 2.887 -0.636 1.471
15 H 1.147 -0.768 1.409
16 H 2.819 1.026 -0.404
17 H 2.002 1.571 1.060
18 H 0.744 0.557 -1.544
19 H 0.614 2.168 -0.842
20 H -1.782 2.492 1.214
21 H -1.416 -1.836 0.989
22 H -1.903 -1.769 -1.157

## Properties
Orbital gap   9.64 eV
Energy above the lowest of the compared OMol25 structures with the same formula, charge and spin   0.0 kcal/mol
DFT total energy   -42386.162 eV
Net charge   0

---

DFT (the ωB97M-V functional and the def2-TZVPD basis) results for a structure of composition C4H8O11RbS2 in a non-equilibrium geometry.

Positions of all 26 atoms, in Å:
1 Rb 0.464 -2.579 -1.847
2 S -1.960 -4.457 -4.489
3 O -2.870 -3.525 -5.120
4 O -1.546 -5.503 -5.394
5 O -0.949 -3.749 -3.839
6 O -2.725 -5.308 -3.521
7 S 1.123 0.315 -3.819
8 O -0.006 0.073 -2.879
9 O 1.985 1.355 -3.305
10 O 1.708 -0.991 -3.950
11 O 0.635 0.740 -5.110
12 C -0.640 1.782 5.168
13 C 0.526 2.583 4.411
14 O 1.148 1.817 3.381
15 C 0.464 1.509 2.250
16 O -0.730 1.869 1.970
17 O 1.309 0.815 1.482
18 C 0.952 0.504 0.153
19 H -0.312 1.273 6.074
20 H -1.215 1.027 4.632
21 H -1.218 2.593 5.611
22 H 1.216 3.113 5.067
23 H 0.047 3.413 3.892
24 H 0.500 1.341 -0.380
25 H 0.214 -0.266 -0.073
26 H 1.881 0.255 -0.362

## Properties
Orbital gap (alpha / beta)   4.08 / 3.83 eV
Spin multiplicity   2
DFT total energy   -49125.412 eV
Net charge   -2

---

DFT (the ωB97M-V functional and the def2-TZVPD basis) results for a cluster of 2 separate species, C7H14N3 in total in a non-equilibrium geometry.

Positions of all 24 atoms, in Å:
1 C 1.393 2.831 0.950
2 C 2.434 -0.971 0.199
3 C -1.214 -1.608 0.202
4 C -1.704 0.767 0.997
5 C -1.887 0.175 -1.401
6 C 1.980 -0.022 -0.824
7 C -1.517 -0.255 -0.039
8 N 1.576 -1.759 0.683
9 N 1.270 1.863 0.307
10 N 0.930 0.848 -0.332
11 H 1.416 3.822 1.093
12 H 3.461 -1.068 0.176
13 H -0.089 -1.541 0.675
14 H -1.695 -2.049 1.089
15 H -1.238 -2.311 -0.631
16 H -2.743 0.723 1.377
17 H -1.423 1.616 0.472
18 H -1.151 0.648 2.046
19 H -2.384 1.095 -1.564
20 H -1.077 0.148 -2.125
21 H -2.464 -0.615 -1.743
22 H 2.732 0.568 -1.288
23 H 1.427 -0.526 -1.651
24 H 1.967 -2.379 1.334

## Properties
Orbital gap   8.00 eV
Energy above the lowest of the compared OMol25 structures with the same formula, charge and spin   160.5 kcal/mol
DFT total energy   -11943.958 eV
Net charge   +1

---

DFT (the ωB97M-V functional and the def2-TZVPD basis) results for a structure of composition C44H48IrN5O2P2S2.

Positions of all 104 atoms, in Å:
1 Ir 0.027 0.156 0.706
2 O -2.096 0.182 0.145
3 N -3.015 -0.673 0.459
4 C -4.238 -0.486 -0.097
5 C -5.266 -1.338 0.201
6 C -5.070 -2.400 1.091
7 C -3.836 -2.573 1.655
8 C -2.762 -1.714 1.333
9 S -1.215 -1.899 1.955
10 H -4.300 0.371 -0.751
11 H -6.228 -1.163 -0.256
12 H -5.882 -3.066 1.336
13 H -3.636 -3.368 2.358
14 C 1.196 3.379 2.486
15 C 0.484 2.419 3.446
16 P 0.734 0.676 2.970
17 C -0.083 -0.302 4.248
18 C -1.398 0.016 4.603
19 C -2.094 -0.785 5.493
20 C -1.485 -1.911 6.033
21 C -0.182 -2.234 5.682
22 C 0.520 -1.433 4.794
23 C 2.510 0.457 3.202
24 C 3.345 0.246 2.111
25 C 4.719 0.154 2.286
26 C 5.262 0.274 3.554
27 C 4.436 0.490 4.651
28 C 3.067 0.585 4.477
29 C 0.344 3.808 1.297
30 P -0.058 2.543 0.014
31 C 1.065 2.907 -1.352
32 C 2.118 2.022 -1.573
33 C 3.098 2.323 -2.511
34 C 3.018 3.505 -3.231
35 C 1.961 4.384 -3.020
36 C 0.986 4.092 -2.082
37 C -1.740 2.976 -0.501
38 C -2.091 2.944 -1.843
39 C -3.409 3.160 -2.222
40 C -4.383 3.395 -1.264
41 C -4.040 3.413 0.082
42 C -2.725 3.203 0.461
43 H 2.145 2.951 2.147
44 H 1.465 4.282 3.035
45 H -0.583 2.644 3.506
46 H 0.885 2.509 4.460
47 H -1.885 0.887 4.184
48 H -3.104 -0.526 5.776
49 H -2.024 -2.530 6.737
50 H 0.292 -3.105 6.109
51 H 1.538 -1.689 4.531
52 H 2.939 0.149 1.111
53 H 5.358 -0.012 1.431
54 H 6.331 0.202 3.693
55 H 4.861 0.584 5.640
56 H 2.431 0.747 5.340
57 H 0.851 4.605 0.747
58 H -0.601 4.226 1.647
59 H 2.171 1.089 -1.023
60 H 3.918 1.639 -2.673
61 H 3.782 3.746 -3.956
62 H 1.901 5.303 -3.585
63 H 0.168 4.784 -1.925
64 H -1.340 2.760 -2.599
65 H -3.668 3.160 -3.270
66 H -5.404 3.583 -1.564
67 H -4.791 3.608 0.833
68 H -2.478 3.210 1.515
69 C 3.238 -5.420 0.049
70 C 1.956 -5.650 -0.742
71 C 0.743 -5.754 0.177
72 C 1.774 -4.601 -1.830
73 N 1.658 -3.245 -1.277
74 C 0.650 -2.653 -0.658
75 N 1.054 -1.460 -0.275
76 N 2.327 -1.336 -0.707
77 N 2.695 -2.397 -1.294
78 H 3.400 -6.226 0.761
79 H 3.186 -4.489 0.618
80 H 4.111 -5.366 -0.600
81 H 2.047 -6.592 -1.293
82 H 0.697 -4.911 0.872
83 H 0.806 -6.655 0.783
84 H -0.194 -5.800 -0.380
85 H 0.879 -4.775 -2.429
86 H 2.640 -4.563 -2.490
87 H -0.322 -3.082 -0.510
88 C -0.105 -1.986 -5.117
89 S 0.067 -1.027 -3.613
90 O -0.934 -1.622 -2.654
91 C -0.679 0.450 -4.293
92 C -2.058 0.495 -4.432
93 C -2.628 1.563 -5.106
94 C -1.829 2.593 -5.588
95 C -0.453 2.552 -5.412
96 C 0.132 1.468 -4.773
97 H -1.159 -2.006 -5.384
98 H 0.263 -2.990 -4.915
99 H 0.486 -1.526 -5.906
100 H -2.658 -0.316 -4.043
101 H -3.697 1.593 -5.262
102 H -2.279 3.426 -6.109
103 H 0.167 3.352 -5.791
104 H 1.205 1.417 -4.652

## Properties
Orbital gap (alpha / beta)   6.73 / 5.41 eV
Energy above the lowest of the compared OMol25 structures with the same formula, charge and spin   0.0 kcal/mol
Spin multiplicity   5
DFT total energy   -101023.442 eV
Net charge   +2